This record from OMol25 describes a molecular structure, C3H3AuO3 in a non-equilibrium geometry. The level of theory is ωB97M-V/def2-TZVPD.

Calculated values
⟨S²⟩   2.009
Energy relative to the best compared isomer or geometry (same formula, charge and spin)   0.0 kJ/mol
Highest occupied orbital energy (spin up / spin down)   -7.38 / -9.67 eV
2S+1   3

```
10
C3H3AuO3 ωB97M-V/def2-TZVPD
H 0.23 -1.98 1.46
O -0.64 -0.99 -0.23
C -1.13 -0.77 0.95
O -0.45 -1.44 1.89
O -2.06 -0.03 1.23
Au -1.63 2.23 0.45
H 1.01 1.35 -2.25
C 1.68 0.75 -1.60
C 2.79 1.24 -1.32
H 0.21 -0.35 -0.58
```

=====

This record from OMol25 describes C5H5F6OP in the gas phase in a non-equilibrium geometry. The level of theory is ωB97M-V/def2-TZVPD.

Calculated values
SMILES string   COP(/C(F)=C\F)C(F)(F)C(F)F
Energy relative to the best compared isomer or geometry (same formula, charge and spin)   150.8 kJ/mol
Highest occupied orbital energy   -9.44 eV

```
18
C5H5F6OP ωB97M-V/def2-TZVPD
C 2.48 0.22 -1.09
O 1.34 -0.55 -0.82
P -0.11 0.17 -1.03
C -0.09 1.43 0.32
F 0.48 0.86 1.41
C -0.54 2.67 0.42
F -1.26 3.18 -0.65
C -1.15 -1.45 -0.32
F -0.23 -2.38 -0.73
F -2.24 -1.48 -1.13
C -1.57 -1.77 1.07
F -2.92 -1.73 1.16
F -1.01 -0.99 2.02
H 2.57 0.88 -0.27
H 2.41 0.73 -2.04
H 3.44 -0.33 -0.99
H -0.38 3.28 1.30
H -1.23 -2.75 1.36
```

=====

This record from OMol25 describes a molecular structure, C23H30F7NNbO20 in a non-equilibrium geometry. The level of theory is ωB97M-V/def2-TZVPD.

Calculated values
Total charge   -1
Highest occupied orbital energy   -4.27 eV

```
82
C23H30F7NNbO20 ωB97M-V/def2-TZVPD
C -3.74 -1.25 -1.87
C -3.02 -2.54 -2.41
C -1.76 -2.14 -3.25
Nb -0.17 -1.30 -1.82
C 0.67 -3.42 -1.35
O 1.81 -3.45 -1.01
N -0.08 -4.68 -1.46
C -0.25 -5.39 -0.28
O -0.92 -6.35 -0.23
F 0.35 -4.99 0.84
H -3.39 -0.40 -2.47
H -3.50 -1.15 -0.81
H -4.82 -1.35 -2.01
H -3.73 -3.12 -3.03
H -2.74 -3.18 -1.55
H -1.98 -1.34 -3.98
H -1.41 -3.04 -3.79
H -1.25 -1.52 -0.36
H 1.04 -0.51 -0.72
H 0.99 -1.09 -3.25
H -0.87 0.37 -2.08
H -0.99 -4.55 -1.88
C 4.31 -1.16 2.33
C 2.88 -1.61 2.20
O 2.27 -0.55 1.50
C 3.26 0.01 0.73
O 3.08 0.74 -0.18
O 4.50 -0.40 1.14
F 2.29 -1.73 3.42
H 4.46 -0.52 3.20
H 5.02 -1.99 2.38
H 2.75 -2.54 1.64
C -1.66 4.22 -0.53
C -2.43 4.14 -1.82
O -2.96 2.82 -1.78
C -3.11 2.50 -0.47
O -3.76 1.60 -0.06
O -2.41 3.37 0.33
F -1.62 4.25 -2.90
H -0.64 3.82 -0.64
H -1.60 5.23 -0.14
H -3.25 4.85 -1.90
C 6.30 2.07 6.36
C 5.52 2.01 5.07
O 5.02 0.68 5.08
C 4.89 0.33 6.39
O 4.26 -0.60 6.78
O 5.57 1.19 7.20
F 6.33 2.16 3.99
H 7.32 1.70 6.24
H 6.34 3.08 6.77
H 4.69 2.71 5.01
C -9.16 -2.45 -2.82
C -8.84 -2.03 -4.23
O -7.43 -1.96 -4.22
C -7.00 -2.86 -3.28
O -5.89 -3.26 -3.19
O -8.03 -3.25 -2.48
F -9.34 -0.79 -4.51
H -9.22 -1.60 -2.14
H -10.08 -3.02 -2.76
H -9.16 -2.73 -5.00
C 8.16 -3.14 6.86
C 8.32 -2.36 5.59
O 8.61 -1.05 6.05
C 9.24 -1.21 7.26
O 9.86 -0.36 7.81
O 9.07 -2.47 7.74
F 7.16 -2.32 4.89
H 7.15 -3.07 7.27
H 8.43 -4.19 6.75
H 9.12 -2.71 4.94
C -3.28 5.70 -6.58
C -4.61 6.38 -6.44
O -4.87 6.28 -5.06
C -3.65 6.24 -4.43
O -3.49 6.41 -3.27
O -2.66 5.98 -5.32
F -5.58 5.73 -7.12
H -3.38 4.62 -6.70
H -2.68 6.09 -7.40
H -4.61 7.44 -6.73
```